DFT (wB97M-V/def2-TZVPD) results for a structure of composition C44H31BrN7O7STa.

- Net charge: 0
- M: 1062.693 g/mol
- Relative energy (zero: lowest compared OMol25 entry of this formula, charge and spin): 0.0 kJ/mol

Structure (XYZ):
```
92
Properties=species:S:1:pos:R:3:lowdin_charge:R:1
H -5.20 -1.37 -1.48 0.13
C -4.07 2.27 7.23 -0.09
H 4.23 -2.97 -2.38 0.12
C -2.07 0.36 -2.88 -0.16
C 3.48 -0.42 1.00 -0.05
C -2.18 1.79 -5.29 -0.06
C 3.26 1.96 1.32 -0.03
C 1.74 -3.65 2.14 -0.13
H -0.03 1.87 -5.12 0.11
H 3.40 -0.62 -2.35 0.15
H 2.63 2.82 1.50 0.12
C 5.43 1.00 0.92 -0.08
C 0.06 5.58 -1.46 -0.01
O -3.87 -2.39 0.45 0.13
C 2.40 -2.82 3.04 -0.02
H 3.92 -2.70 4.55 0.10
H 1.36 -6.13 -2.43 0.11
C -4.37 -0.83 -1.91 0.03
H -2.66 1.36 3.64 0.08
C -2.32 1.95 5.62 -0.23
H -2.21 2.36 -6.21 0.11
C -3.30 0.55 -3.55 -0.14
N 1.69 -0.14 -1.36 -0.09
H -1.12 2.85 -0.41 0.04
N -2.04 -0.30 -1.68 0.07
C 1.02 1.93 -1.31 -0.43
O -0.10 -2.00 -1.50 -0.20
H -3.45 2.81 9.22 0.10
C -1.78 2.55 7.88 -0.09
C -1.36 2.24 6.60 -0.03
H 1.25 7.18 -2.21 0.11
C 0.88 -2.84 -1.79 -0.31
H 6.50 1.12 0.79 0.10
H 5.47 -1.13 0.69 0.11
H 3.04 -1.40 0.94 0.09
H 1.55 -5.62 1.35 0.12
C -3.67 1.96 5.95 -0.03
H 3.18 5.72 -2.78 0.10
C 2.49 -1.00 -1.88 -0.04
C 1.59 -5.08 -2.30 -0.06
O -0.23 -3.85 0.83 0.13
C -0.89 0.83 -3.49 0.00
H -0.31 2.22 6.34 0.10
C 3.76 -4.66 3.72 -0.69
H 3.02 3.29 -2.33 0.11
C -4.47 -0.05 -3.03 0.03
O -1.78 -1.58 0.50 -0.26
C 4.63 2.11 1.15 -0.07
H 3.70 -5.36 -2.66 0.10
N 0.91 1.11 2.48 0.08
H -5.41 0.09 -3.53 0.12
O -0.09 1.38 -0.86 -0.33
H 5.06 3.10 1.21 0.11
C 0.64 -3.14 1.27 -0.50
C 0.58 -4.20 -2.00 0.00
C 2.92 -4.65 -2.43 -0.08
C -3.33 1.30 -4.75 -0.03
Ta -0.22 -0.54 -0.15 1.87
C 2.69 0.69 1.23 -0.26
H -4.41 1.72 5.19 0.11
S -1.64 0.99 1.48 0.74
C 1.20 6.12 -2.02 -0.08
C -0.03 4.21 -1.19 -0.25
C -0.45 1.22 2.72 -0.74
H -1.04 2.78 8.64 0.10
H -0.78 6.20 -1.19 0.12
C 3.22 -3.32 -2.26 -0.03
C -3.13 -0.91 -1.27 -0.16
H 3.40 -6.54 2.75 0.10
N 2.04 1.18 -1.60 0.11
N 1.26 0.59 1.40 -0.06
C 2.21 -2.41 -1.93 -0.14
H 0.07 0.60 -3.06 0.09
O 0.76 -1.83 1.01 -0.23
C 2.09 -4.99 2.05 0.00
N -0.69 1.55 3.96 0.07
Br 5.16 -5.36 4.80 0.74
H -0.44 -4.53 -1.87 0.13
C 3.11 -5.50 2.83 -0.11
C -0.95 1.52 -4.66 -0.04
O -1.17 3.80 -0.62 0.07
C -3.13 2.57 8.21 -0.10
C 3.41 -3.33 3.84 -0.11
H 2.12 -1.78 3.13 0.11
N -1.95 1.65 4.31 0.00
C -2.97 -1.73 -0.01 -0.55
H -4.29 1.46 -5.23 0.12
C 1.05 3.38 -1.53 -0.08
C 4.85 -0.26 0.85 -0.07
H -5.13 2.28 7.47 0.10
C 2.28 5.30 -2.34 -0.09
C 2.20 3.95 -2.10 -0.03
```

DFT (wB97M-V/def2-TZVPD) results for a structure of composition C44H32BrI3KP.

- Net charge: -2
- M: 1091.428 g/mol
- E: -6104.16651 a.u.

Structure (XYZ):
```
82
Properties=species:S:1:pos:R:3:lowdin_charge:R:1
C 1.04 -4.19 4.35 -0.08
C -2.26 0.71 -2.92 -0.20
H 7.15 -4.15 -0.96 0.10
I 2.87 -0.11 -0.05 0.97
H 0.51 -0.86 -5.33 0.11
C 4.19 -1.71 -0.40 -0.60
I -0.45 1.18 2.25 0.89
C 0.32 -2.87 -2.60 -0.37
H 5.76 -5.79 -1.74 0.10
H -3.39 -2.10 3.79 0.09
I 1.20 3.41 -0.05 0.60
C 0.61 -5.14 0.73 -0.09
C 2.83 -2.90 2.70 -0.13
H -0.85 -2.69 -6.29 0.10
H -0.76 -4.72 -2.52 0.10
C -1.67 -1.25 1.59 -0.33
Br -4.76 0.39 -6.99 0.59
C -3.03 -2.46 4.75 -0.05
C 4.86 -5.19 -1.60 -0.05
H -2.14 -6.57 2.10 0.09
C 3.26 -4.03 3.39 -0.14
C 1.54 -2.43 2.82 -0.07
H -3.74 -1.60 -5.03 0.08
H -4.95 -2.39 5.65 0.08
C -1.54 -5.91 1.48 -0.09
C -3.44 -0.63 -4.66 -0.18
H -4.15 -3.19 7.88 0.07
C 2.59 -3.60 -1.15 -0.27
H -1.88 -3.22 -0.53 0.09
C 0.26 -1.73 -4.73 -0.08
H -0.34 3.87 2.04 -0.07
C -0.50 -2.75 -5.27 -0.10
H 1.27 3.36 2.61 -0.06
H 1.69 -5.21 0.79 0.10
C 2.33 -4.67 4.21 -0.14
C 3.88 -3.04 -0.87 -0.17
C -2.71 -0.51 -3.48 -0.20
H -3.22 -4.78 0.77 0.10
C -2.15 -4.91 0.73 -0.08
H -0.17 -3.34 6.33 0.08
C 0.00 -4.15 -0.04 -0.38
H 0.34 -4.74 4.96 0.09
H -1.48 -4.62 -4.87 0.10
H 0.34 -6.75 2.11 0.10
H -2.37 2.82 -3.37 0.06
C 5.48 -1.33 -0.14 -0.20
C -2.65 1.82 -3.70 -0.20
C 0.45 3.13 1.94 -1.14
H 5.67 -0.33 0.21 0.07
H 3.52 -2.37 2.06 0.06
K -0.85 0.14 -0.53 0.20
C -1.27 -1.80 2.63 -0.36
H -3.64 2.65 -5.44 0.08
H -2.46 -1.45 -2.98 0.07
P 0.92 -2.80 -0.86 1.04
H 1.54 -5.27 -1.91 0.10
C -3.38 1.76 -4.88 -0.19
H -1.72 -3.63 8.16 0.08
C 0.58 -3.04 3.66 -0.19
C -0.16 -6.02 1.48 -0.09
H 4.27 -4.40 3.29 0.07
C 5.02 -3.88 -1.08 -0.16
C 6.34 -3.45 -0.79 -0.06
C -3.47 -3.07 7.06 -0.17
C -2.11 -3.32 7.20 -0.15
H 1.24 -0.97 -2.99 0.09
H 3.51 -6.67 -2.32 0.10
C -0.77 -2.54 3.74 -0.23
C 0.67 -1.79 -3.41 -0.11
C -1.64 -2.75 4.86 -0.19
C 2.51 -4.87 -1.68 -0.11
C -1.39 -4.04 -0.02 -0.13
H 1.22 -1.56 2.24 0.03
C -3.76 0.52 -5.35 -0.72
C -1.22 -3.16 6.15 -0.07
H 2.62 -5.57 4.75 0.08
C -0.45 -3.89 -3.14 -0.10
C -0.86 -3.83 -4.47 -0.09
C 3.64 -5.67 -1.92 -0.07
C 6.57 -2.20 -0.32 -0.09
H 7.57 -1.86 -0.09 0.10
C -3.90 -2.62 5.81 -0.14
```

DFT (wB97M-V/def2-TZVPD) results for a structure of composition C44H32ClF5IN3NiOSSeSi.

- Net charge: -2
- M: 1073.913 g/mol
- Relative energy (zero: lowest compared OMol25 entry of this formula, charge and spin): 0.0 kJ/mol

Structure (XYZ):
```
91
Properties=species:S:1:pos:R:3:lowdin_charge:R:1
C 0.27 -2.34 4.32 -0.09
N -0.67 -0.43 -2.81 -0.02
H 1.91 -7.33 -0.17 0.09
C 2.87 0.34 -1.55 -0.29
C -3.58 2.58 2.79 -0.14
Ni -0.05 1.29 -0.62 0.11
C 0.33 7.90 -0.76 -0.16
N 2.08 0.66 -0.55 0.12
C -0.54 1.58 -3.63 -0.23
C -0.67 5.74 -2.10 -0.28
H 2.40 -2.92 1.16 0.11
Se 1.50 3.93 -1.39 0.62
C -2.22 3.89 0.78 -0.05
H -2.50 0.92 -0.80 0.03
H 2.28 -7.12 -2.61 0.09
C 2.41 -2.66 3.28 -0.11
H 1.72 -0.19 -3.30 0.07
C 0.96 -5.41 0.00 -0.10
H -1.42 -2.34 3.00 0.10
F -1.55 9.20 -1.42 0.08
C -2.18 -3.40 0.46 -0.21
H -1.99 2.51 -1.43 0.05
C -3.14 1.90 1.66 -0.63
C -4.85 -4.22 0.70 -0.11
H 5.37 -0.35 2.51 0.09
C 4.36 0.01 2.33 -0.09
H -4.10 2.03 3.56 0.09
F 0.83 8.97 -0.09 0.08
H -0.33 -2.15 5.20 0.09
C -0.95 -0.54 -4.11 -0.21
H 5.66 -0.73 0.09 0.11
O -0.32 -1.52 -0.67 -0.20
H -0.36 2.64 -3.62 0.08
F -1.23 4.73 -2.79 0.05
Cl -3.50 0.19 1.57 0.68
C -2.64 4.59 1.90 -0.09
Si -0.39 -2.83 0.22 0.49
H -1.66 4.40 0.00 0.10
C 3.56 0.43 3.36 -0.12
H -2.42 5.65 1.98 0.09
C 2.44 0.57 -2.97 -0.04
H 1.98 1.55 -3.07 0.03
C 1.65 -2.45 4.42 -0.11
C -3.33 3.93 2.92 -0.12
C -1.36 6.94 -2.10 -0.16
C 1.38 -5.17 -2.72 -0.10
C 0.52 -4.25 -0.64 -0.20
C 0.40 -2.67 1.92 -0.21
C 2.57 0.54 0.73 -0.20
H 1.55 -5.07 -3.79 0.09
C 2.25 0.88 3.10 -0.13
I -1.20 1.23 -6.66 0.75
H -4.09 -5.78 1.97 0.09
H -0.48 -1.17 -1.71 0.00
H -1.18 -1.50 -4.55 0.10
H 1.62 1.19 3.93 0.09
H 0.45 -3.25 -2.54 0.09
H 3.92 0.41 4.38 0.10
C -4.53 -3.11 -0.07 -0.10
C 0.55 5.56 -1.44 -0.59
H 4.75 -0.47 -2.21 0.10
H 2.13 -2.35 5.39 0.09
H -5.89 -4.53 0.80 0.09
C -2.45 2.52 0.62 -0.38
C -0.88 0.72 -4.68 -0.78
C 3.88 0.07 1.01 -0.18
C 0.75 -4.15 -2.02 -0.08
H -2.96 -1.82 -0.77 0.09
C 1.79 -2.77 2.04 -0.09
C 1.73 0.93 1.82 -0.58
H -3.65 4.47 3.80 0.08
H -5.31 -2.54 -0.57 0.10
F -2.53 7.05 -2.76 0.09
C 4.17 -0.20 -1.35 -0.03
C -0.35 -2.45 3.07 -0.08
H 3.49 -2.72 3.35 0.09
F 2.17 6.67 -0.10 0.05
H 0.82 -5.51 1.08 0.10
C 1.01 6.70 -0.77 -0.27
C -3.85 -4.92 1.36 -0.11
H 3.31 0.52 -3.63 0.07
C 1.58 -6.44 -0.69 -0.11
C -1.92 1.83 -0.58 -0.21
C 4.66 -0.34 -0.09 -0.03
C 1.79 -6.32 -2.06 -0.12
N -0.42 0.87 -2.52 -0.09
H -1.75 -5.06 1.75 0.10
C -3.20 -2.70 -0.19 -0.11
C -0.87 8.03 -1.43 -0.16
S 0.11 1.43 1.53 0.80
C -2.53 -4.51 1.23 -0.10
```

DFT (wB97M-V/def2-TZVPD) results for a structure of composition C44H32F5NO3P2Pd.

- Net charge: -2
- M: 886.102 g/mol
- Relative energy (zero: lowest compared OMol25 entry of this formula, charge and spin): 0.0 kJ/mol

Structure (XYZ):
```
88
Properties=species:S:1:pos:R:3:lowdin_charge:R:1
H -1.41 -3.29 -2.32 0.09
H -0.62 3.56 6.80 0.09
C -2.73 3.04 4.21 -0.11
H 1.91 -2.16 0.19 0.08
C 2.37 -2.82 -1.79 -0.07
C -3.70 -2.95 0.66 -0.10
O -0.58 -2.39 1.81 -0.36
C -0.30 -0.25 -3.79 -0.06
H -3.92 -1.94 0.98 0.09
H 4.20 4.26 3.28 0.09
C 0.42 1.53 2.69 -0.37
C -1.41 -1.60 -5.44 -0.11
H -1.67 0.08 0.87 0.03
H -2.16 2.07 2.37 0.07
H -2.96 -0.66 -0.17 0.04
C 4.15 0.90 2.85 -0.09
C -3.68 1.87 -2.47 -0.08
N -0.04 0.76 1.82 0.03
C -2.77 2.59 -0.36 -0.07
P -1.35 0.53 -1.38 0.69
O -0.11 1.36 -1.32 -0.36
H -2.02 2.50 0.41 0.09
H -5.42 4.50 -1.24 0.09
H -3.65 1.22 -3.33 0.09
C 0.53 -3.54 -3.15 -0.11
H -3.76 3.18 3.91 0.09
H 4.81 0.05 2.74 0.10
H 3.43 -2.63 -1.62 0.10
H -1.21 -4.96 -0.38 0.10
H 5.74 2.33 3.08 0.09
H 1.76 3.91 3.17 0.11
C -0.35 -3.17 -2.16 -0.13
C 1.90 -3.36 -2.97 -0.10
H 0.16 -3.96 -4.08 0.09
H 0.55 0.32 -3.43 0.11
C -0.97 3.26 5.82 -0.11
C -1.41 -0.38 -2.95 -0.28
F 8.16 2.40 -1.11 0.05
C -0.50 2.25 3.67 -0.16
H -5.30 -5.93 0.41 0.09
H -1.41 -2.09 -6.41 0.09
H 2.38 -0.27 2.55 0.09
C -0.31 -0.87 -5.03 -0.09
C 2.78 0.71 2.76 -0.05
C -2.52 -1.74 -4.60 -0.10
F 8.47 -0.28 -0.53 0.06
C 4.67 2.18 3.04 -0.11
C -3.73 3.58 -0.28 -0.08
F 3.50 1.94 -0.55 0.09
C 1.49 -2.48 -0.76 -0.15
C -1.84 2.44 3.33 -0.04
C 5.80 2.13 -0.83 -0.17
H 0.56 -0.79 -5.67 0.10
H -3.74 4.25 0.57 0.10
C -2.51 -1.12 -3.36 -0.12
C -2.30 3.45 5.46 -0.13
H -3.01 -6.61 -0.29 0.09
C 3.81 3.26 3.15 -0.11
C 2.43 3.06 3.08 -0.07
C -2.42 -3.29 0.24 -0.24
C -0.08 2.67 4.93 -0.05
C 1.90 1.79 2.88 -0.18
H -5.72 -3.57 1.05 0.09
C -4.64 2.87 -2.39 -0.11
Pd 0.98 -0.34 0.24 0.43
C -1.88 -0.53 -0.04 -0.37
H -3.37 -2.32 -4.91 0.10
C -4.67 3.72 -1.30 -0.11
P -0.98 -2.09 0.41 0.63
C -2.20 -4.63 -0.08 -0.09
C -4.73 -3.88 0.72 -0.11
H -3.36 -1.25 -2.69 0.11
H -2.99 3.92 6.15 0.08
O 3.80 -0.76 0.08 -0.07
C -4.50 -5.20 0.36 -0.13
H -5.36 2.99 -3.19 0.09
C -3.22 -5.57 -0.03 -0.11
F 6.35 -1.83 0.03 0.06
F 5.62 3.44 -1.11 0.08
H 2.60 -3.63 -3.76 0.09
H 0.95 2.52 5.22 0.11
C 4.70 1.35 -0.54 -0.16
C 6.13 -0.52 -0.24 -0.15
C 7.23 0.27 -0.53 -0.17
C -2.75 1.71 -1.45 -0.24
C 0.11 -2.65 -0.94 -0.29
C 7.08 1.61 -0.83 -0.18
C 4.79 -0.04 -0.21 -0.37
```

What is the M in the fourth record?
886.102 g/mol

Which value of net charge does entry 4 give?
-2

Number 1 is which compound?
C44H31BrN7O7STa